(1)
C45H44N11O4STi | the ωB97M-V functional and the def2-TZVPD basis

Properties
Charge = 0
HOMO-LUMO gap (spin up / spin down) = 6.06 / 5.74 eV
LUMO (spin up / spin down) = -0.59 / -1.29 eV
⟨S²⟩ = 0.774
E_tot = -105913.2822 eV
Multiplicity = 2

Last column: Löwdin charge in e.
Element x y z (Å)
Ti: 0.51 -0.10 -0.21  1.068
C: 5.77 0.63 1.94  -0.093
C: 4.83 1.59 2.26  -0.074
C: 3.48 1.33 2.09  -0.038
C: 3.06 0.10 1.59  -0.303
C: 4.02 -0.85 1.26  -0.024
C: 5.36 -0.59 1.43  -0.080
N: 1.70 -0.22 1.46  -0.038
C: 1.01 -0.48 2.59  -0.222
C: 1.44 -0.31 3.92  -0.014
C: 0.62 -0.69 4.96  -0.087
C: -0.63 -1.28 4.73  -0.110
C: -1.08 -1.47 3.45  -0.022
C: -0.28 -1.07 2.36  -0.223
N: -0.49 -1.26 1.05  -0.082
N: -1.58 -1.85 0.58  0.120
C: -1.57 -1.95 -0.74  -0.345
C: -2.63 -2.61 -1.42  -0.002
C: -2.60 -2.71 -2.78  -0.060
C: -1.50 -2.19 -3.48  -0.056
C: -0.51 -1.57 -2.78  -0.151
N: -0.51 -1.44 -1.45  -0.008
H: 6.82 0.83 2.09  0.097
H: 5.14 2.55 2.65  0.103
H: 2.74 2.07 2.36  0.121
H: 3.69 -1.81 0.87  0.116
H: 6.10 -1.34 1.19  0.102
H: 2.40 0.13 4.12  0.105
H: 0.96 -0.54 5.98  0.101
H: -1.23 -1.58 5.57  0.095
H: -2.04 -1.93 3.24  0.106
H: -3.45 -2.99 -0.82  0.117
H: -3.40 -3.19 -3.31  0.109
H: -1.45 -2.26 -4.56  0.101
H: 0.36 -1.16 -3.28  0.114
C: 2.19 -6.92 -1.86  -0.041
C: 1.33 -5.75 -2.33  -0.552
C: 0.79 -6.02 -3.75  -0.037
C: 0.12 -5.63 -1.39  -0.050
C: 2.17 -4.48 -2.37  -0.155
C: 3.31 -4.42 -3.18  -0.025
C: 4.08 -3.28 -3.30  -0.072
C: 3.67 -2.15 -2.62  -0.448
S: 4.35 -0.55 -2.64  1.140
C: 3.05 -0.02 -1.59  -0.515
N: 2.21 -0.96 -1.24  0.018
C: 2.53 -2.17 -1.80  -0.286
C: 1.81 -3.35 -1.65  0.045
C: 2.88 1.35 -1.21  -0.285
C: 3.80 2.35 -1.57  -0.051
C: 3.54 3.65 -1.19  -0.082
C: 2.39 3.95 -0.47  -0.063
C: 1.50 2.94 -0.12  -0.087
C: 1.71 1.61 -0.47  -0.158
H: 1.60 -7.84 -1.84  0.085
H: 2.55 -6.73 -0.85  0.092
H: 3.05 -7.08 -2.51  0.075
H: 0.18 -6.92 -3.74  0.086
H: 1.60 -6.17 -4.46  0.078
H: 0.18 -5.19 -4.08  0.083
H: -0.40 -6.58 -1.36  0.089
H: -0.58 -4.87 -1.73  0.073
H: 0.44 -5.39 -0.38  0.091
H: 3.63 -5.30 -3.73  0.109
H: 4.96 -3.26 -3.92  0.110
H: 0.96 -3.35 -0.99  0.103
H: 4.69 2.10 -2.12  0.091
H: 4.24 4.44 -1.46  0.102
H: 2.19 4.97 -0.19  0.106
H: 0.62 3.20 0.45  0.073
O: -3.04 3.70 -4.79  0.118
C: -2.71 3.25 -3.56  -0.472
O: -3.42 3.43 -2.63  0.152
C: -1.40 2.56 -3.49  -0.050
C: -0.28 2.72 -4.29  -0.007
N: 0.69 1.94 -3.78  0.050
N: 0.27 1.28 -2.70  0.095
C: -0.98 1.64 -2.49  -0.105
C: -1.72 1.02 -1.32  -0.549
O: -2.86 0.63 -1.43  0.139
O: -0.97 0.93 -0.28  -0.115
H: -2.41 3.44 -5.48  0.100
H: -0.11 3.34 -5.15  0.130
H: 1.64 1.85 -4.10  0.168
C: -2.34 3.28 0.96  -0.180
N: -2.21 2.11 1.82  -0.086
C: -3.52 1.83 2.39  -0.162
N: -4.04 2.96 3.15  -0.090
C: -4.12 4.12 2.26  -0.179
N: -2.82 4.45 1.69  -0.082
C: -1.89 4.71 2.78  -0.184
N: -1.75 3.58 3.68  -0.085
C: -1.30 2.43 2.91  -0.171
C: -3.08 3.27 4.21  -0.184
H: -3.05 3.05 0.15  0.122
H: -1.37 3.51 0.52  0.108
H: -3.44 0.96 3.05  0.125
H: -4.21 1.60 1.57  0.132
H: -4.48 4.98 2.83  0.123
H: -4.81 3.90 1.45  0.128
H: -2.24 5.57 3.35  0.123
H: -0.91 4.95 2.36  0.123
H: -1.21 1.56 3.57  0.118
H: -0.30 2.65 2.50  0.118
H: -3.45 4.15 4.76  0.123
H: -3.01 2.42 4.88  0.125

(2)
C19H20N6O2 | the ωB97M-V functional and the def2-TZVPD basis

Properties
Charge = 0
HOMO-LUMO gap = 8.95 eV
LUMO = 0.21 eV
E_tot = -33059.8104 eV

Last column: Löwdin charge in e.
Element x y z (Å)
O: -1.56 -2.61 0.27  0.068
O: 0.30 2.39 -6.33  0.058
N: -2.09 2.08 -1.62  0.074
N: -1.84 3.04 -2.41  0.062
N: -0.55 1.27 -3.09  0.233
C: -0.89 -1.62 0.56  -0.432
C: -0.65 2.67 -5.65  -0.407
C: -1.35 1.06 -2.07  -0.357
C: 3.50 -1.70 7.90  -0.077
C: 4.23 -1.45 6.66  -0.083
C: 2.10 -2.00 7.83  -0.060
C: -0.10 -2.90 2.54  0.032
C: 1.00 -0.87 1.83  -0.025
C: 3.57 -1.52 5.43  -0.046
C: 1.45 -2.06 6.49  -0.020
C: 0.68 -2.92 3.72  -0.003
C: 1.66 -0.81 3.01  -0.012
C: -0.03 -1.80 1.67  -0.161
C: 2.16 -1.77 5.31  -0.212
C: 1.49 -1.83 4.01  -0.190
N: -1.88 2.23 -6.26  -0.131
N: -0.94 2.58 -3.24  -0.193
N: -0.94 -0.44 -0.18  0.089
C: -1.90 1.58 -7.56  -0.071
C: -3.24 2.51 -5.83  -0.061
C: -0.46 3.44 -4.33  -0.011
C: -1.49 -0.39 -1.52  -0.094
H: 4.12 -1.74 8.83  0.099
H: 5.28 -1.19 6.68  0.087
H: 1.53 -2.22 8.71  0.078
H: -0.90 -3.53 2.41  0.086
H: 1.13 -0.10 1.03  0.127
H: 4.22 -1.46 4.50  0.130
H: 0.35 -2.40 6.52  0.131
H: 0.53 -3.80 4.44  0.140
H: 2.26 0.01 3.34  0.110
H: -0.39 0.26 0.11  0.053
H: -1.57 0.53 -7.60  0.100
H: -2.85 1.71 -8.16  0.105
H: -1.33 2.17 -8.26  0.072
H: -3.37 2.85 -4.86  0.054
H: -3.74 3.13 -6.48  0.063
H: -3.77 1.60 -5.85  0.078
H: 0.66 3.49 -4.26  0.149
H: -0.97 4.39 -4.39  0.127
H: -2.49 -0.75 -1.65  0.108
H: -0.95 -1.12 -2.18  0.134